C48H134N6O28 | ωB97M-V/def2-TZVPD

The geometry in XYZ format:
```
216
Properties=species:S:1:pos:R:3:lowdin_charge:R:1
C 4.883 11.269 4.254 -0.1133
O 3.494 11.213 4.473 -0.1887
C 2.756 12.160 3.711 -0.2220
C 1.388 12.130 4.344 -0.2196
N 0.426 11.052 4.036 -0.0475
C 0.031 10.935 2.595 -0.1821
C -0.605 12.192 2.068 -0.2335
O -1.063 12.027 0.742 -0.1801
C -1.697 13.050 0.078 -0.1436
H 5.113 10.846 3.276 0.0834
H 5.491 10.690 4.948 0.0849
H 5.220 12.304 4.313 0.0834
H 2.684 11.844 2.670 0.1164
H 3.098 13.194 3.757 0.1238
H 0.825 13.019 4.060 0.0979
H 1.501 12.262 5.421 0.1218
H 0.891 10.199 4.313 0.0951
H -0.649 10.085 2.540 0.1208
H 0.906 10.689 1.992 0.1076
H 0.106 13.018 2.093 0.1078
H -1.387 12.629 2.690 0.1285
H -2.746 13.230 0.313 0.0848
H -1.686 12.706 -0.956 0.0881
H -1.160 13.999 0.069 0.0863
C 4.342 -5.220 0.346 -0.1380
O 4.790 -6.428 -0.138 -0.1922
C 5.826 -6.255 -1.145 -0.1997
C 6.105 -7.589 -1.783 -0.2256
N 4.985 -8.136 -2.597 -0.0504
C 5.085 -9.574 -2.779 -0.2062
C 4.066 -10.218 -1.808 -0.2004
O 2.753 -9.776 -2.232 -0.2055
C 1.571 -10.127 -1.486 -0.0892
H 5.142 -4.685 0.858 0.0858
H 3.664 -5.490 1.156 0.0903
H 3.942 -4.634 -0.481 0.0862
H 6.781 -5.807 -0.870 0.1282
H 5.376 -5.769 -2.010 0.1215
H 6.226 -8.317 -0.981 0.1082
H 7.090 -7.560 -2.248 0.1188
H 4.237 -7.947 -1.945 0.0804
H 6.036 -10.056 -2.549 0.1158
H 4.785 -9.868 -3.784 0.1062
H 4.281 -9.870 -0.798 0.1160
H 4.213 -11.298 -1.808 0.1152
H 1.272 -11.170 -1.374 0.0815
H 0.732 -9.592 -1.930 0.0831
H 1.671 -9.682 -0.496 0.0762
C 2.874 -11.555 6.219 -0.1011
O 1.994 -10.739 5.448 -0.2074
C 2.631 -9.676 4.733 -0.2259
C 1.578 -8.738 4.149 -0.1929
N 0.646 -8.108 5.152 -0.0304
C -0.428 -7.374 4.430 -0.2163
C -1.571 -8.310 4.084 -0.2132
O -2.136 -8.734 5.385 -0.2007
C -3.010 -9.878 5.196 -0.0957
H 2.236 -12.295 6.701 0.0848
H 3.343 -10.959 7.001 0.0859
H 3.560 -12.080 5.555 0.0844
H 3.340 -9.997 3.969 0.1176
H 3.207 -9.152 5.495 0.1136
H 1.083 -9.347 3.393 0.1037
H 2.075 -7.904 3.653 0.1125
H 0.083 -8.738 5.707 0.0847
H -0.051 -6.901 3.524 0.1116
H -0.972 -6.619 4.997 0.1140
H -1.194 -9.175 3.538 0.1071
H -2.224 -7.766 3.401 0.1184
H -3.455 -10.078 6.171 0.0835
H -2.522 -10.793 4.861 0.0813
H -3.775 -9.604 4.470 0.0807
C -0.344 2.812 -0.186 -0.0920
O -0.415 1.968 -1.350 -0.1813
C 0.731 2.163 -2.169 -0.2332
C 0.585 1.265 -3.384 -0.2453
N 0.808 -0.071 -2.952 -0.0801
C 0.650 -0.922 -4.125 -0.1919
C 0.883 -2.422 -3.746 -0.1881
O -0.176 -2.854 -2.851 -0.2091
C 0.161 -4.170 -2.308 -0.0823
H -0.117 3.861 -0.374 0.0839
H 0.469 2.468 0.453 0.0822
H -1.282 2.700 0.358 0.0860
H 1.682 1.882 -1.716 0.1215
H 0.777 3.164 -2.597 0.1209
H 1.286 1.487 -4.188 0.1255
H -0.450 1.264 -3.726 0.1201
H 0.154 -0.310 -2.219 0.1133
H 1.451 -0.673 -4.821 0.1124
H -0.278 -0.666 -4.637 0.1138
H 1.820 -2.594 -3.216 0.1080
H 0.963 -3.074 -4.616 0.1133
H 0.128 -4.876 -3.138 0.0863
H -0.601 -4.451 -1.581 0.0735
H 1.114 -4.221 -1.781 0.0763
C -8.513 2.455 -0.720 -0.0832
O -7.728 1.255 -0.599 -0.1827
C -6.366 1.417 -0.718 -0.2375
C -5.910 1.268 -2.232 -0.2141
N -6.193 -0.087 -2.512 -0.0986
C -5.732 -0.503 -3.815 -0.2009
C -6.227 -1.959 -4.161 -0.2113
O -6.250 -2.104 -5.555 -0.1770
C -4.932 -2.258 -6.052 -0.1273
H -8.477 3.110 0.151 0.0839
H -9.533 2.096 -0.861 0.0854
H -8.324 3.086 -1.589 0.0808
H -5.912 0.694 -0.041 0.1232
H -5.930 2.377 -0.441 0.1088
H -4.838 1.436 -2.123 0.1128
H -6.261 1.973 -2.985 0.1150
H -7.181 -0.269 -2.413 0.1101
H -4.643 -0.521 -3.779 0.1106
H -6.048 0.224 -4.564 0.1197
H -7.276 -1.938 -3.865 0.1134
H -5.825 -2.811 -3.613 0.1212
H -4.224 -2.857 -5.479 0.0922
H -4.446 -1.349 -6.406 0.0813
H -5.034 -2.674 -7.055 0.0822
C -5.671 4.894 4.197 -0.1351
O -6.692 5.803 4.230 -0.1992
C -6.382 7.127 4.597 -0.2150
C -7.548 8.016 4.082 -0.1784
N -7.634 7.872 2.597 -0.0627
C -6.605 8.721 1.976 -0.2079
C -6.442 8.409 0.472 -0.1893
O -5.632 7.221 0.159 -0.1924
C -5.231 7.197 -1.210 -0.1217
H -6.117 3.965 3.843 0.0886
H -5.149 4.730 5.139 0.0941
H -5.034 5.072 3.331 0.0888
H -5.481 7.426 4.061 0.1022
H -6.211 7.259 5.665 0.1206
H -7.485 9.043 4.441 0.1125
H -8.446 7.665 4.589 0.1069
H -7.482 6.892 2.405 0.0920
H -5.633 8.597 2.454 0.1053
H -7.095 9.685 2.110 0.1207
H -5.949 9.293 0.066 0.1083
H -7.447 8.441 0.053 0.1179
H -6.130 7.185 -1.826 0.0819
H -4.633 6.322 -1.469 0.0812
H -4.616 8.046 -1.508 0.0801
C 1.481 -1.951 -10.425 -0.2312
C 2.635 -2.942 -10.258 -0.2027
O 3.073 -3.045 -8.847 -0.0832
O 0.252 -2.601 -10.116 -0.0820
H 1.363 -1.549 -11.431 0.1109
H 1.530 -1.068 -9.789 0.1212
H 3.532 -2.749 -10.846 0.1061
H 2.411 -3.940 -10.635 0.1119
H 2.925 -3.976 -8.665 0.0676
H -0.005 -3.251 -10.774 0.0807
C -6.089 -8.738 -1.280 -0.2268
C -7.186 -9.254 -2.193 -0.2688
O -7.893 -10.240 -1.473 -0.0653
O -5.053 -9.741 -1.134 -0.0689
H -6.485 -8.402 -0.322 0.1222
H -5.705 -7.865 -1.809 0.1141
H -6.897 -9.627 -3.175 0.1249
H -7.844 -8.393 -2.310 0.1114
H -8.439 -10.629 -2.160 0.0835
H -5.435 -10.346 -0.494 0.0738
C 8.964 -2.035 -5.515 -0.2370
C 8.290 -0.967 -6.392 -0.2661
O 6.931 -1.037 -6.127 -0.0603
O 8.725 -1.620 -4.181 -0.0728
H 10.016 -2.197 -5.751 0.1184
H 8.467 -2.995 -5.654 0.1097
H 8.444 -1.201 -7.445 0.1164
H 8.796 -0.032 -6.151 0.1247
H 6.544 -1.682 -6.724 0.0986
H 7.840 -1.270 -4.053 0.0718
C 7.726 6.089 1.134 -0.2253
C 6.177 6.257 0.920 -0.2332
O 5.421 5.411 1.817 -0.0726
O 8.521 7.073 0.449 -0.0733
H 8.081 5.130 0.755 0.1127
H 7.807 6.152 2.219 0.1180
H 5.793 6.156 -0.095 0.1092
H 5.982 7.316 1.090 0.1099
H 5.492 4.546 1.407 0.0744
H 8.575 6.727 -0.444 0.0772
C 2.185 6.418 7.242 -0.1971
C 2.158 7.471 8.359 -0.2695
O 3.269 8.305 8.285 -0.0566
O 2.267 7.044 5.915 -0.0908
H 1.279 5.812 7.266 0.1115
H 3.084 5.816 7.374 0.1164
H 2.324 6.914 9.282 0.1177
H 1.222 8.019 8.464 0.1165
H 3.325 8.612 7.377 0.0759
H 2.682 6.427 5.308 0.0755
C -0.798 -0.574 3.900 -0.2505
C -0.287 -0.441 5.364 -0.2292
O -0.985 0.631 5.976 -0.0725
O -2.008 -1.276 3.902 -0.0661
H -0.098 -1.080 3.235 0.1106
H -0.952 0.416 3.471 0.1114
H 0.747 -0.098 5.332 0.1085
H -0.229 -1.314 6.013 0.1199
H -1.751 0.269 6.428 0.0837
H -2.208 -1.567 3.010 0.0833
O 5.875 1.065 1.269 -0.0532
H 6.338 0.272 1.539 0.0297
H 5.457 0.829 0.441 0.0213
O 3.722 -7.428 -7.054 -0.0548
H 3.459 -8.281 -7.400 0.0275
H 3.988 -7.606 -6.152 0.0220
O 4.691 0.246 -2.750 -0.0517
H 4.998 0.029 -3.631 0.0226
H 3.737 0.246 -2.822 0.0049
O -3.277 -2.909 -0.408 -0.0488
H -3.697 -2.190 -0.880 0.0219
H -2.826 -3.411 -1.086 0.0128
```

Results
strongest force on any atom = 3.06 eV Å⁻¹
orbital gap = 8.74 eV



C17H24F24N6O16S8 | ωB97M-V/def2-TZVPD

The geometry in XYZ format:
```
95
Properties=species:S:1:pos:R:3:lowdin_charge:R:1
N -12.018 9.355 1.050 0.2708
H -12.458 8.748 1.737 0.0962
H -11.931 10.358 1.381 0.0622
H -12.581 9.397 0.188 0.0852
H -11.087 8.869 0.845 0.0473
C -15.536 0.835 4.237 -0.0879
C -14.185 1.349 3.762 -0.2409
C -14.307 2.632 2.943 -0.1189
N -13.033 3.383 2.735 -0.2404
C -11.964 2.467 2.181 -0.1095
C -10.688 3.130 1.628 -0.1462
C -11.073 4.111 0.537 -0.1845
C -12.001 5.166 1.146 -0.1449
C -13.215 4.549 1.788 -0.1030
C -12.523 4.017 4.009 0.0473
H -16.214 0.670 3.395 0.0841
H -15.957 1.589 4.902 0.0833
H -15.479 -0.151 4.696 0.0715
H -13.727 0.603 3.104 0.1042
H -13.568 1.427 4.659 0.1040
H -14.992 3.283 3.493 0.1207
H -14.696 2.424 1.948 0.1432
H -12.417 1.892 1.373 0.1403
H -11.683 1.772 2.970 0.1259
H -10.102 2.302 1.224 0.1217
H -10.077 3.612 2.390 0.1090
H -11.602 3.630 -0.297 0.1244
H -10.256 4.543 -0.039 0.0845
H -12.314 5.866 0.374 0.1245
H -11.426 5.654 1.935 0.1021
H -13.770 4.086 0.965 0.1470
H -13.863 5.240 2.282 0.0952
H -13.174 4.827 4.334 0.0972
H -11.483 4.289 3.864 0.0952
H -12.544 3.235 4.769 0.0958
C -14.495 7.127 -3.072 -0.6673
F -15.467 6.547 -3.764 0.1367
F -14.170 6.317 -2.056 0.1052
F -13.453 7.268 -3.875 0.1400
S -14.965 8.837 -2.314 0.6473
O -13.917 9.046 -1.336 -0.3336
O -15.032 9.776 -3.400 -0.2881
N -16.483 8.491 -1.643 -0.2992
S -17.112 9.874 -1.175 0.5602
O -16.368 10.546 -0.123 -0.3073
O -17.677 10.644 -2.254 -0.3108
C -18.676 9.225 -0.255 -0.6711
F -19.526 8.672 -1.120 0.1184
F -18.290 8.330 0.644 0.1200
F -19.331 10.233 0.309 0.1361
C -19.551 5.091 2.374 -0.6598
F -19.639 6.412 2.415 0.1384
F -20.251 4.609 3.418 0.1103
F -20.042 4.625 1.245 0.1602
S -17.752 4.539 2.681 0.6360
O -17.608 4.088 4.051 -0.3141
O -17.616 3.434 1.755 -0.3394
N -16.824 5.818 2.084 -0.2823
S -16.295 6.575 3.337 0.5740
O -17.296 7.197 4.185 -0.3011
O -15.259 5.815 4.062 -0.3653
C -15.413 8.086 2.506 -0.6371
F -14.211 8.255 3.072 0.1111
F -15.298 7.929 1.188 0.1216
F -16.154 9.161 2.723 0.1516
C -10.668 12.046 -1.308 -0.6786
F -9.681 11.660 -0.502 0.1229
F -10.145 12.848 -2.223 0.1476
F -11.256 10.998 -1.851 0.1506
S -11.894 13.032 -0.245 0.6804
O -11.332 14.359 -0.247 -0.2914
O -13.165 12.917 -0.919 -0.2783
N -11.891 12.080 1.207 -0.3198
S -11.534 13.146 2.267 0.5351
O -10.179 13.619 2.249 -0.2952
O -12.591 14.141 2.401 -0.3135
C -11.690 12.151 3.905 -0.6614
F -11.895 13.000 4.913 0.1228
F -12.699 11.292 3.842 0.1334
F -10.522 11.576 4.181 0.1170
C -8.984 7.538 3.387 -0.7157
F -8.089 7.824 4.290 0.1799
F -8.900 6.269 3.042 0.1391
F -10.193 7.824 3.835 0.1455
S -8.672 8.583 1.842 0.6805
O -9.129 9.929 2.074 -0.2747
O -7.249 8.489 1.595 -0.2854
N -9.728 7.871 0.668 -0.3238
S -8.759 7.405 -0.440 0.5565
O -7.923 8.450 -0.982 -0.2821
O -8.174 6.101 -0.140 -0.3227
C -9.995 6.997 -1.832 -0.6443
F -10.385 5.712 -1.814 0.1069
F -11.023 7.827 -1.783 0.1378
F -9.377 7.164 -3.000 0.1333
```

Results
total charge = -2
strongest force on any atom = 4.01 eV Å⁻¹
orbital gap = 7.56 eV
energy relative to the best compared isomer or geometry (same formula, charge and spin) = 1.214 eV



C35H28BrN5O4Pb | ωB97M-V/def2-TZVPD

The geometry in XYZ format:
```
74
Properties=species:S:1:pos:R:3:lowdin_charge:R:1
Pb -0.021 1.105 1.673 1.5735
C -1.324 -1.463 4.148 -0.0433
O -1.695 -1.381 2.776 -0.1501
C -3.000 -1.281 2.461 -0.2057
C -4.044 -1.172 3.385 0.0162
C -5.356 -1.014 2.981 -0.0224
C -5.683 -0.955 1.629 -0.0437
C -4.687 -1.088 0.696 0.0007
C -3.353 -1.266 1.095 -0.1104
N -2.463 -1.472 0.067 -0.0167
N -2.839 -1.678 -1.128 0.2654
C -1.755 -1.812 -1.889 -0.1216
C -0.628 -1.652 -1.048 -0.1449
O -1.086 -1.450 0.204 0.1138
C 0.666 -1.686 -1.554 0.0239
C 0.796 -1.911 -2.906 0.0368
C -0.306 -2.094 -3.779 -0.1514
C -0.134 -2.311 -5.161 0.0007
C -1.219 -2.479 -5.987 -0.0335
C -2.522 -2.448 -5.477 -0.0272
C -2.731 -2.237 -4.133 0.0008
C -1.637 -2.049 -3.280 -0.1014
H -1.730 -2.366 4.603 0.1140
H -0.238 -1.510 4.154 0.0781
H -1.645 -0.578 4.701 0.1088
H -3.826 -1.213 4.440 0.1190
H -6.129 -0.938 3.730 0.1254
H -6.701 -0.804 1.313 0.1207
H -4.906 -1.041 -0.357 0.1158
H 1.510 -1.544 -0.901 0.1246
H 1.784 -1.945 -3.338 0.1367
H 0.865 -2.335 -5.565 0.1253
H -1.078 -2.644 -7.043 0.1203
H -3.364 -2.588 -6.141 0.1226
H -3.729 -2.211 -3.721 0.1234
Br 7.101 3.817 2.648 0.7651
C 5.231 3.447 2.661 -0.6709
C 4.447 3.826 3.768 -0.0761
C 3.110 3.552 3.770 0.0141
C 2.470 2.867 2.700 -0.3570
O 1.223 2.596 2.800 -0.2464
C 3.272 2.528 1.555 -0.1572
C 2.788 2.048 0.324 -0.0771
N 1.610 1.548 0.029 -0.0302
C 1.256 1.387 -1.317 -0.2250
C 2.153 1.285 -2.364 -0.0057
C 1.731 1.213 -3.696 -0.0453
C 0.401 1.223 -4.015 -0.0129
C -0.560 1.279 -2.987 -0.1399
C -1.946 1.264 -3.245 0.0230
C -2.831 1.382 -2.205 -0.0215
C -2.322 1.472 -0.905 -0.1274
N -1.038 1.431 -0.625 -0.0261
C -0.137 1.361 -1.630 -0.1823
C 4.656 2.833 1.586 -0.0937
H 4.912 4.324 4.607 0.1166
H 2.489 3.821 4.609 0.1266
H 3.502 2.185 -0.488 0.1271
H 3.216 1.254 -2.184 0.1142
H 2.476 1.175 -4.477 0.1229
H 0.068 1.199 -5.042 0.1290
H -2.290 1.164 -4.264 0.1343
H -3.895 1.400 -2.366 0.1205
H -2.994 1.571 -0.063 0.1208
H 5.270 2.555 0.741 0.1102
C 3.198 -1.013 4.352 0.0312
C 2.688 -0.704 2.976 -0.5403
N 3.601 -0.660 2.006 0.2128
O 1.482 -0.544 2.741 -0.1579
H 4.221 -0.671 4.475 0.0918
H 3.183 -2.090 4.516 0.1043
H 2.566 -0.549 5.106 0.0989
H 4.580 -0.790 2.198 0.1310
H 3.317 -0.477 1.055 0.1043
```

Results
total charge = +2
strongest force on any atom = 2.04 eV Å⁻¹
orbital gap = 5.48 eV
energy relative to the best compared isomer or geometry (same formula, charge and spin) = 0.920 eV